Entry 1:
Here is the molecule C21H22N2O3S in a non-equilibrium geometry from OMol25. Energies are from the ωB97M-V functional and the def2-TZVPD basis.

Geometry as XYZ:
```
49
C21H22N2O3S the ωB97M-V functional and the def2-TZVPD basis
O -4.09 -3.00 -1.20
O -1.78 -1.95 -2.70
O -0.38 -1.18 0.65
S 4.16 3.70 1.06
C -2.90 -3.12 -0.90
C -1.75 -2.64 -1.68
C 0.08 -1.64 -0.40
C 2.10 5.13 4.86
C 1.99 3.80 4.50
C 2.81 6.02 4.05
C 2.66 3.32 3.35
C 3.38 5.59 2.86
C 3.94 1.19 0.01
C 1.88 2.32 0.45
C 3.25 0.07 -0.48
C 1.16 1.22 0.00
C 3.31 4.23 2.49
C 3.28 2.30 0.46
C 1.84 0.08 -0.52
N 1.14 -1.01 -1.07
N -2.46 -3.85 0.23
C 1.52 -1.48 -2.44
C -4.56 -4.25 1.51
C -3.50 -6.06 0.14
C -0.50 -2.97 -0.90
C -0.98 -3.90 0.22
C -3.22 -4.81 0.98
H 1.58 5.51 5.77
H 1.42 3.09 5.12
H 2.80 7.09 4.35
H 2.61 2.26 3.09
H 3.93 6.29 2.24
H 5.02 1.24 0.04
H 1.36 3.21 0.80
H 3.79 -0.81 -0.82
H 0.08 1.24 -0.08
H 2.24 -2.31 -2.37
H 2.04 -0.61 -2.93
H 0.66 -1.78 -3.05
H -4.39 -3.39 2.11
H -5.07 -5.01 2.14
H -5.24 -3.94 0.70
H -4.17 -6.75 0.65
H -3.90 -5.81 -0.85
H -2.56 -6.68 0.02
H 0.22 -3.47 -1.50
H -0.57 -3.63 1.22
H -0.69 -4.91 -0.02
H -2.64 -5.10 1.88
```

## Properties
* relative energy (zero: lowest compared OMol25 entry of this formula, charge and spin): 131.3 kJ/mol
* SMILES: CC(C)N1C[C@H](C(=O)N(C)c2ccc(Sc3ccccc3)cc2)C(=O)C1=O
* frontier orbital gap: 7.36 eV
* E_LUMO: -0.0225 Eh

---

Entry 2:
Here is the molecule C3H10N2O in a non-equilibrium geometry from OMol25. Energies are from the ωB97M-V functional and the def2-TZVPD basis.

Geometry as XYZ:
```
16
C3H10N2O the ωB97M-V functional and the def2-TZVPD basis
C -0.72 0.05 0.90
C 0.26 0.04 2.07
O 1.35 0.88 1.62
N -0.20 -0.86 -0.18
C -0.44 -0.30 -1.52
N 0.37 -0.67 -2.70
H -1.72 -0.34 1.24
H -0.85 1.11 0.72
H 0.64 -0.96 2.12
H -0.38 0.43 2.90
H 1.00 1.73 1.83
H 0.77 -0.67 -0.02
H -1.52 -0.35 -1.81
H -0.34 0.82 -1.36
H 0.45 0.09 -3.41
H 1.34 -1.00 -2.41
```

## Properties
* relative energy (zero: lowest compared OMol25 entry of this formula, charge and spin): 233.6 kJ/mol
* SMILES: NCNCCO
* frontier orbital gap: 9.57 eV
* E_LUMO: 0.0321 Eh

---

Entry 3:
Here is a cluster of 8 separate species, H16O8 in total from OMol25. Energies are from the ωB97M-V functional and the def2-TZVPD basis.

Geometry as XYZ:
```
24
H16O8 the ωB97M-V functional and the def2-TZVPD basis
O 3.34 -0.67 1.11
H 3.30 -1.62 0.96
H 2.65 -0.50 1.75
O -0.85 3.30 -0.80
H 0.07 3.02 -0.75
H -1.01 3.80 0.00
O 1.62 1.48 -0.37
H 2.13 0.93 -0.97
H 2.26 1.76 0.30
O -2.44 0.21 2.97
H -1.67 0.09 2.39
H -2.12 0.75 3.71
O -0.50 -0.02 0.90
H 0.25 0.48 0.55
H -0.75 -0.65 0.20
O -2.11 -2.34 -0.82
H -2.14 -2.80 0.02
H -1.19 -2.41 -1.13
O 0.69 -2.18 -1.35
H 1.42 -1.84 -1.88
H 1.10 -2.72 -0.67
O -1.65 0.70 -2.28
H -1.35 1.30 -1.58
H -1.05 -0.05 -2.26
```

## Properties
* relative energy (zero: lowest compared OMol25 entry of this formula, charge and spin): 203.8 kJ/mol
* SMILES: O.O.O.O.O.O.O.O
* frontier orbital gap: 10.02 eV
* E_LUMO: -0.0198 Eh

---

Entry 4:
Here is a structure of composition C13H36AgN3O4 in a non-equilibrium geometry from OMol25. Energies are from the ωB97M-V functional and the def2-TZVPD basis.

Geometry as XYZ:
```
57
C13H36AgN3O4 the ωB97M-V functional and the def2-TZVPD basis
Ag -0.11 1.78 0.98
C 2.64 2.58 5.35
O 1.30 2.31 5.13
H 3.28 1.75 5.67
H 3.04 2.87 4.38
H 2.81 3.45 5.98
C -6.41 1.63 2.61
C -5.58 1.70 1.37
C -6.48 1.94 0.17
O -5.77 1.82 -1.04
C -6.55 1.84 -2.22
N -4.57 2.75 1.49
H -6.92 2.58 2.78
H -5.76 1.37 3.44
H -7.21 0.89 2.62
H -5.06 0.75 1.22
H -6.98 2.91 0.12
H -7.11 1.05 0.07
H -7.40 1.17 -2.12
H -5.95 1.45 -3.04
H -6.99 2.81 -2.44
H -5.02 3.65 1.58
H -4.00 2.56 2.31
C 3.13 -4.42 3.16
C 2.88 -3.62 1.85
C 3.23 -4.46 0.60
O 4.57 -4.72 0.45
C 4.95 -5.46 -0.68
N 1.48 -3.22 1.96
H 2.51 -5.31 3.28
H 2.96 -3.72 3.98
H 4.11 -4.82 3.39
H 3.59 -2.81 2.02
H 2.94 -3.83 -0.25
H 2.58 -5.33 0.59
H 4.61 -5.05 -1.63
H 4.47 -6.44 -0.59
H 6.01 -5.68 -0.78
H 0.83 -3.96 2.18
H 1.40 -2.54 2.70
C 0.79 1.26 -5.21
C 1.10 1.30 -3.73
C 2.59 1.48 -3.41
O 2.82 1.60 -1.97
C 4.21 1.74 -1.64
N 0.29 2.39 -3.08
H -0.26 1.16 -5.49
H 1.33 0.47 -5.74
H 1.04 2.19 -5.71
H 0.90 0.29 -3.38
H 2.96 2.39 -3.87
H 3.20 0.68 -3.83
H 4.81 1.03 -2.21
H 4.40 1.64 -0.57
H 4.62 2.74 -1.81
H -0.67 2.24 -3.33
H 0.43 3.21 -3.65
```

## Properties
* relative energy (zero: lowest compared OMol25 entry of this formula, charge and spin): 389.9 kJ/mol
* frontier orbital gap: 3.48 eV
* E_LUMO: -0.0901 Eh

---

Entry 5:
Here is the ion C2H5N2 with charge +1 in a non-equilibrium geometry from OMol25. Energies are from the ωB97M-V functional and the def2-TZVPD basis.

Geometry as XYZ:
```
9
C2H5N2 the ωB97M-V functional and the def2-TZVPD basis
C 0.57 -0.88 0.09
C 0.64 0.63 0.00
N -1.79 -0.02 -0.02
N -0.59 -0.12 0.04
H 0.64 -1.57 -0.85
H 0.93 -1.45 0.84
H 0.97 1.22 0.77
H 0.70 1.25 -0.92
H -2.07 0.94 0.05
```

## Properties
* relative energy (zero: lowest compared OMol25 entry of this formula, charge and spin): 301.8 kJ/mol
* net charge: +1
* SMILES: N=[N+]1CC1
* frontier orbital gap: 10.76 eV
* E_LUMO: -0.2364 Eh

---

Entry 6:
Here is a structure of composition C10H11B3Br2ClN2O4P in a non-equilibrium geometry from OMol25. Energies are from the ωB97M-V functional and the def2-TZVPD basis.

Geometry as XYZ:
```
34
C10H11B3Br2ClN2O4P the ωB97M-V functional and the def2-TZVPD basis
O 1.32 -3.47 0.80
P 0.40 -3.41 -0.61
Cl 0.79 -1.62 -1.63
B -1.42 -3.19 0.09
O -1.59 -2.35 1.21
B -2.92 -1.86 1.15
Br -3.38 0.03 1.05
O -3.92 -2.87 1.09
B -3.73 -3.45 -0.18
Br -5.32 -3.56 -1.34
O -2.45 -3.89 -0.56
H 2.02 -2.81 0.76
N 4.12 -2.53 -0.24
C 4.15 -1.23 -0.55
C 5.19 -0.61 -1.22
C 6.27 -1.39 -1.60
C 6.27 -2.74 -1.30
C 5.17 -3.26 -0.62
H 3.28 -0.67 -0.22
H 5.15 0.44 -1.44
H 7.10 -0.95 -2.13
H 7.09 -3.38 -1.58
H 5.12 -4.31 -0.36
N -4.11 3.35 0.93
C -4.42 4.27 1.85
C -3.94 5.57 1.84
C -3.09 5.94 0.81
C -2.76 5.00 -0.16
C -3.30 3.73 -0.05
H -5.08 3.93 2.64
H -4.22 6.27 2.61
H -2.69 6.95 0.76
H -2.10 5.25 -0.98
H -3.07 2.97 -0.78
```

## Properties
* frontier orbital gap: 8.32 eV
* E_LUMO: -0.0047 Eh

---

Entry 7:
Here is a structure of composition C27H23ClN6O3S5Ti from OMol25. Energies are from the ωB97M-V functional and the def2-TZVPD basis.

Geometry as XYZ:
```
66
C27H23ClN6O3S5Ti the ωB97M-V functional and the def2-TZVPD basis
Ti -0.04 -0.53 -0.62
C -0.66 4.70 2.48
C 0.69 4.14 2.02
N 1.13 2.98 2.76
C 0.51 1.74 2.57
S 0.80 0.55 3.79
N -0.25 1.66 1.51
N -0.73 0.40 1.18
C -1.83 -0.06 1.74
C -2.62 0.72 2.74
C -2.24 -1.34 1.29
C -3.29 -2.09 1.87
C -3.58 -3.35 1.43
C -2.81 -3.89 0.37
C -1.81 -3.13 -0.17
N -1.49 -1.89 0.25
H -0.96 5.55 1.87
H -1.42 3.93 2.39
H -0.61 5.03 3.52
H 0.62 3.86 0.97
H 1.47 4.91 2.11
H 1.38 3.12 3.72
H -2.09 1.62 3.01
H -3.60 0.99 2.33
H -2.78 0.13 3.65
H -3.85 -1.64 2.68
H -4.38 -3.92 1.89
H -3.01 -4.88 -0.03
H -1.23 -3.51 -1.00
O -1.23 -6.68 -4.15
C -1.07 -5.49 -3.98
S 0.16 -4.80 -2.94
C -0.20 -3.09 -3.21
C -1.16 -2.79 -4.12
S -1.69 -1.28 -4.76
S -1.97 -4.23 -4.80
S 0.89 -1.98 -2.39
Cl -0.82 4.74 -5.76
C -0.91 3.46 -4.56
C -2.15 2.81 -4.35
C -2.26 1.82 -3.42
C -1.14 1.41 -2.64
O -1.28 0.50 -1.75
C 0.09 2.07 -2.89
C 1.26 1.72 -2.16
O 1.34 0.86 -1.27
C 0.19 3.10 -3.85
H -3.00 3.10 -4.95
H -3.18 1.28 -3.28
H 2.17 2.28 -2.41
H 1.14 3.58 -4.01
N 2.24 -2.39 2.61
C 1.24 -2.12 1.75
N 1.59 -1.32 0.78
C 2.93 -1.01 1.03
C 3.81 -0.19 0.34
C 5.09 -0.06 0.84
C 5.50 -0.73 2.00
C 4.63 -1.55 2.70
C 3.35 -1.67 2.19
H 2.15 -2.91 3.46
H 0.24 -2.51 1.88
H 3.49 0.33 -0.55
H 5.80 0.58 0.32
H 6.51 -0.59 2.37
H 4.94 -2.06 3.60
```

## Properties
* relative energy (zero: lowest compared OMol25 entry of this formula, charge and spin): 45.0 kJ/mol
* net charge: -2
* multiplicity: 3
* frontier orbital gap (spin up / spin down): 4.66 / 4.96 eV
* E_LUMO (spin up / spin down): 0.1492 / 0.1492 Eh

---

Entry 8:
Here is a cluster of 6 separate species, C26H50Cl10F3N3O5PS in total in a non-equilibrium geometry from OMol25. Energies are from the ωB97M-V functional and the def2-TZVPD basis.

Geometry as XYZ:
```
99
C26H50Cl10F3N3O5PS the ωB97M-V functional and the def2-TZVPD basis
C 4.25 -2.36 1.05
C 5.03 -1.34 0.17
C 4.69 -1.40 -1.33
C 3.17 -1.42 -1.66
C 2.65 0.01 -1.94
N 2.09 0.65 -0.73
C 0.91 0.10 -0.21
O 0.30 -0.95 -0.72
C -1.05 -0.68 -1.20
C -2.07 -0.46 -0.04
C -2.56 1.03 -0.10
C -3.27 -1.42 -0.10
C -4.17 -1.42 1.16
C -3.41 -1.37 2.49
C -5.28 -0.33 1.12
C 0.66 0.87 0.86
N 1.62 1.84 0.98
S 1.54 2.99 2.26
O 1.51 4.28 1.72
O 0.40 2.66 3.03
C 3.03 2.85 3.38
F 3.57 1.64 3.31
F 3.88 3.81 3.04
F 2.66 3.08 4.62
C 2.53 1.67 -0.03
P 4.04 2.67 -0.30
N 3.70 4.15 -0.37
O 4.81 2.23 -1.66
O 4.97 2.27 0.93
H 3.67 -3.03 0.41
H 3.54 -1.84 1.70
H 4.95 -2.92 1.67
H 6.09 -1.58 0.28
H 4.87 -0.33 0.55
H 5.10 -0.50 -1.81
H 5.16 -2.25 -1.84
H 2.56 -1.91 -0.90
H 3.02 -1.97 -2.59
H 3.37 0.63 -2.47
H 1.81 -0.12 -2.62
H -1.36 -1.59 -1.72
H -1.08 0.10 -1.96
H -1.50 -0.63 0.87
H -2.66 1.47 0.90
H -3.54 1.04 -0.57
H -1.91 1.64 -0.73
H -3.90 -1.08 -0.92
H -2.96 -2.44 -0.35
H -4.71 -2.37 1.15
H -2.72 -2.22 2.53
H -2.78 -0.48 2.51
H -4.09 -1.36 3.34
H -5.33 0.20 0.16
H -6.27 -0.78 1.28
H -5.13 0.35 1.96
H -0.16 0.80 1.55
H 4.02 4.55 -1.25
H 5.55 1.66 -1.39
H 5.75 2.85 0.95
Cl -8.48 -0.71 -1.50
C -9.40 -1.81 -0.45
C -10.19 -1.07 0.60
Cl -9.12 -0.31 1.81
H -8.70 -2.52 0.00
H -10.08 -2.37 -1.09
H -10.83 -1.77 1.14
H -10.81 -0.30 0.17
Cl -3.29 -0.64 -3.32
C -4.01 0.25 -4.69
C -4.05 1.73 -4.43
Cl -5.20 2.16 -3.14
H -5.01 -0.15 -4.87
H -3.39 0.04 -5.57
H -4.38 2.25 -5.33
H -3.07 2.11 -4.15
Cl 7.40 6.55 3.63
C 6.42 5.56 4.73
C 5.79 6.38 5.83
Cl 6.99 7.00 6.98
H 7.06 4.78 5.14
H 5.65 5.09 4.13
H 5.10 5.75 6.40
H 5.23 7.22 5.42
Cl 2.46 -4.72 2.78
C 2.83 -4.80 4.52
C 4.27 -4.47 4.81
Cl 5.39 -5.72 4.21
H 2.57 -5.79 4.87
H 2.18 -4.08 5.01
H 4.42 -4.40 5.88
H 4.56 -3.52 4.36
Cl -3.47 -3.57 -6.79
C -2.66 -3.00 -8.27
C -1.66 -1.90 -7.98
Cl -2.47 -0.39 -7.47
H -3.42 -2.67 -8.97
H -2.14 -3.85 -8.71
H -1.09 -1.67 -8.88
H -0.96 -2.19 -7.20
```

## Properties
* net charge: +1
* frontier orbital gap: 8.48 eV
* E_LUMO: -0.1333 Eh

---

Entry 9:
Here is the molecule C8H12N2O3 in a non-equilibrium geometry from OMol25. Energies are from the ωB97M-V functional and the def2-TZVPD basis.

Geometry as XYZ:
```
25
C8H12N2O3 the ωB97M-V functional and the def2-TZVPD basis
C -1.47 -1.62 1.23
C 1.69 -2.36 -0.38
C -1.05 0.87 -1.38
C -0.07 0.22 -2.36
C 0.90 1.14 1.66
C -0.60 1.28 1.23
C -0.69 0.22 0.05
C 0.86 -0.16 -0.16
N -1.61 -0.84 0.28
N 1.30 -1.52 0.46
O 1.11 -0.06 -1.58
O 1.60 0.88 0.42
O -1.05 2.49 0.90
H -2.27 -2.41 1.43
H -0.56 -1.59 1.81
H 2.03 -3.27 -0.17
H 1.65 -2.08 -1.47
H -0.74 1.88 -1.32
H -2.09 0.75 -1.46
H -0.36 -0.87 -2.75
H 0.35 0.89 -3.23
H 1.35 2.08 1.94
H 1.03 0.22 2.22
H -1.06 0.97 2.18
H -0.25 2.90 0.47
```

## Properties
* relative energy (zero: lowest compared OMol25 entry of this formula, charge and spin): 336.2 kJ/mol
* SMILES: C=N[C@@]12OCC[C@]1(N=C)[C@H](O)CO2
* frontier orbital gap: 10.17 eV
* E_LUMO: 0.0312 Eh

---

Entry 10:
Here is the molecule C2H4I3P in a non-equilibrium geometry from OMol25. Energies are from the ωB97M-V functional and the def2-TZVPD basis.

Geometry as XYZ:
```
10
C2H4I3P the ωB97M-V functional and the def2-TZVPD basis
C 0.50 0.70 -0.29
C 0.49 -0.61 0.49
P -1.49 0.91 -0.96
I -2.32 1.37 1.35
I 2.70 0.73 -1.35
I -2.13 -1.39 -1.55
H 0.48 1.55 0.38
H 0.02 -0.69 1.42
H 0.17 -1.45 -0.12
H 1.58 -1.12 0.62
```

## Properties
* relative energy (zero: lowest compared OMol25 entry of this formula, charge and spin): 24.6 kJ/mol
* SMILES: C[C@@H](I)P(I)I
* frontier orbital gap: 7.74 eV
* E_LUMO: -0.0553 Eh

---

Entry 11:
Here is a structure of composition C41H44AlClN2OP2 in a non-equilibrium geometry from OMol25. Energies are from the ωB97M-V functional and the def2-TZVPD basis.

Geometry as XYZ:
```
92
C41H44AlClN2OP2 the ωB97M-V functional and the def2-TZVPD basis
Al -0.14 -1.02 -0.22
Cl 0.40 -2.96 -0.81
P 0.54 0.39 -2.32
P 1.11 -0.74 2.01
C -1.14 0.64 -3.05
C 1.28 -0.75 -3.56
C 1.41 1.97 -2.73
C 1.67 0.64 3.14
C -0.23 -1.51 3.04
C 2.47 -1.96 2.28
C -1.63 1.84 -3.60
C -2.97 1.95 -3.98
C -3.84 0.86 -3.90
C -3.33 -0.36 -3.48
C -1.99 -0.48 -3.12
H -0.96 2.69 -3.73
H -3.35 2.90 -4.36
H -4.90 0.96 -4.18
H -3.98 -1.24 -3.44
H -1.58 -1.48 -2.88
C 1.08 3.18 -2.07
C 1.73 4.38 -2.38
C 2.66 4.44 -3.41
C 2.90 3.28 -4.15
C 2.28 2.07 -3.83
H 0.29 3.19 -1.31
H 1.46 5.29 -1.84
H 3.17 5.38 -3.66
H 3.58 3.32 -4.99
H 2.42 1.21 -4.50
C 0.78 -0.87 -4.87
C 1.35 -1.79 -5.75
C 2.45 -2.56 -5.36
C 3.01 -2.37 -4.10
C 2.47 -1.44 -3.23
H -0.05 -0.24 -5.21
H 0.93 -1.90 -6.75
H 2.87 -3.30 -6.05
H 3.88 -2.95 -3.78
H 2.94 -1.27 -2.26
C -0.44 -2.91 2.97
C -1.57 -3.49 3.55
C -2.50 -2.67 4.19
C -2.30 -1.29 4.27
C -1.16 -0.72 3.73
H 0.32 -3.54 2.45
H -1.70 -4.59 3.49
H -3.40 -3.13 4.60
H -3.03 -0.67 4.78
H -0.94 0.34 3.86
C 1.36 1.99 2.87
C 1.73 3.00 3.77
C 2.36 2.69 4.98
C 2.64 1.35 5.26
C 2.34 0.34 4.33
H 0.85 2.25 1.93
H 1.50 4.03 3.53
H 2.62 3.47 5.70
H 3.13 1.06 6.19
H 2.58 -0.70 4.58
C 2.59 -2.68 3.47
C 3.60 -3.61 3.64
C 4.49 -3.86 2.59
C 4.41 -3.13 1.39
C 3.43 -2.14 1.25
H 1.89 -2.49 4.28
H 3.68 -4.15 4.57
H 5.26 -4.63 2.68
H 5.11 -3.30 0.54
H 3.37 -1.53 0.32
H 2.48 2.06 0.13
H 3.01 1.53 0.32
C -3.06 -2.01 0.42
N -3.59 -0.65 0.51
C -5.04 -0.48 0.66
C -2.72 0.37 0.39
O -1.48 0.06 0.12
N -3.01 1.67 0.58
C -4.32 2.36 0.82
C -1.88 2.58 0.65
H -3.88 -2.72 0.54
H -2.37 -2.20 1.25
H -2.60 -2.22 -0.55
H -5.29 0.18 1.49
H -5.49 -0.03 -0.24
H -5.53 -1.44 0.83
H -4.77 2.03 1.77
H -4.14 3.46 0.93
H -4.99 2.15 -0.02
H -1.18 2.38 1.48
H -1.28 2.59 -0.27
H -2.17 3.63 0.80
```

## Properties
* net charge: +2
* frontier orbital gap: 8.84 eV
* E_LUMO: -0.1840 Eh